Computed, not measured: a structure of composition C28H40N5OPZn at a distorted geometry, with ωB97M-V/def2-TZVPD.

The calculation puts the energy above the lowest of the compared OMol25 structures with the same formula, charge and spin at 0.000 eV. Its largest force on an atom is 0.0483 hartree/bohr. As for the multiplicity: 1. The molecular weight comes out at 559.0 Da. As for the total charge: +2. The frontier orbital gap comes out at 8.4381 eV.

```
76
C28H40N5OPZn | the OMol25 dataset | ωB97M-V/def2-TZVPD
N 7.8718 3.2314 16.2437
C 8.3971 1.8819 16.0972
C 4.1913 3.3572 14.0738
H 7.7265 3.5088 17.2162
H 2.3609 0.7524 12.2698
H 11.7762 4.9128 16.1270
N 3.8443 3.0148 12.7767
H 6.5423 6.8357 16.2669
H 11.2317 7.0918 15.3025
Zn 9.1764 4.7895 15.5640
H 10.8094 5.1876 17.4520
C 2.1739 2.0166 14.7848
H 11.7766 1.6767 11.9110
H 10.0205 -0.0208 13.8659
H 8.0171 -1.1507 17.6037
C 7.4953 7.2926 15.9345
H 9.4259 -1.7810 15.5420
H 2.4836 -0.2041 14.6853
H 4.5048 1.6310 11.3468
H 7.0553 3.4569 15.6309
C 4.2748 1.6371 12.3982
H 14.4333 0.5109 15.1672
H 1.4971 2.3690 13.9855
C 12.6883 3.6755 13.6493
H 8.2186 6.3995 17.6391
C 9.1059 -0.7606 15.7199
H 5.2403 1.5235 12.8903
H 8.6029 7.6963 14.0839
C 10.7845 1.9086 11.4834
C 7.9190 0.8767 16.9706
H 3.9198 0.7654 14.8877
O 5.3865 3.6464 14.3649
H 8.2127 5.5398 13.1332
C 12.5672 1.5183 14.7577
H 2.8446 3.0898 12.5263
H 11.4009 1.2631 9.5575
N 10.9276 5.3887 16.4433
H 7.2655 8.3538 16.1840
C 13.9665 1.4131 14.6996
H 2.5525 4.1603 15.1653
H 7.2531 1.1131 17.7764
C 14.0934 3.5946 13.6263
H 9.7132 8.4950 16.3550
C 9.3234 1.5893 15.0993
H 15.7898 2.3617 14.1151
C 7.7261 7.1018 14.4321
C 2.9572 0.7447 14.3769
C 8.3159 -0.4358 16.8279
H 12.0045 0.7590 15.2979
H 14.6476 4.4289 13.2414
N 7.9401 5.6779 14.1271
H 6.8551 7.4794 13.9068
H 7.5910 2.9660 12.2705
H 9.2773 1.8168 8.4345
H 7.0356 5.1962 14.2283
C 8.2544 2.3521 10.3483
C 8.4607 2.5761 11.7187
C 9.7488 2.3969 12.3083
C 9.7994 7.5204 16.8556
H 7.2889 2.4792 9.9027
C 11.8923 2.6666 14.2563
H 12.1450 4.5254 13.2391
C 3.0936 3.1998 15.1444
P 10.1366 2.8243 14.0599
C 3.2645 0.6210 12.8477
C 9.5562 0.2160 14.8322
C 11.0520 6.8562 16.3322
H 1.6169 1.7857 15.7063
N 8.5867 6.6988 16.7411
C 10.5514 1.6205 10.1332
H 3.6954 -0.4049 12.6856
H 11.9340 7.2608 16.8230
C 9.3570 1.9441 9.5396
H 3.5947 3.0344 16.0756
H 9.9401 7.7988 17.8965
C 14.7247 2.4538 14.1867
```

Computed, not measured: a structure of composition C6H12NS at a distorted geometry, with ωB97M-V/def2-TZVPD.

The calculation puts the energy above the lowest of the compared OMol25 structures with the same formula, charge and spin at 3.690 eV. Its largest force on an atom is 0.0826 hartree/bohr. As for the multiplicity: 1. The molecular weight comes out at 130.2 Da. As for the total charge: +1. The frontier orbital gap comes out at 10.7265 eV.

```
20
C6H12NS | the OMol25 dataset | ωB97M-V/def2-TZVPD
S 2.6094 0.5704 -0.3093
H 1.9538 -1.7358 1.4413
H 0.0049 1.7124 1.7972
H -2.0091 -0.9824 0.3885
H 0.3840 -1.8482 1.6692
C -1.7579 0.0154 0.2108
H -1.0487 -0.0202 -1.9357
H 1.5553 -2.1383 -1.1555
H 2.1508 1.4218 -1.2430
C 0.7954 -1.7798 -0.5873
C -1.1687 0.5943 -1.0542
C 1.0623 -1.5029 0.9290
N 0.1380 1.7773 0.7588
C -0.3200 0.5243 0.1535
H -1.6691 1.5184 -1.5258
H 1.4167 1.6117 0.5101
H -2.5020 0.4445 0.8783
H -0.4386 2.5860 0.5276
H -0.2101 -2.1600 -0.9223
C 0.7753 -0.4272 -0.0033
```

Computed, not measured: a structure of composition C37H75BKN9O7P2, with ωB97M-V/def2-TZVPD.

Its largest force on an atom is 0.0051 hartree/bohr. As for the multiplicity: 1. The molecular weight comes out at 869.9 Da. As for the total charge: 0. The frontier orbital gap comes out at 7.5358 eV.

```
132
C37H75BKN9O7P2 | the OMol25 dataset | ωB97M-V/def2-TZVPD
H -3.2806 -3.3161 3.4165
H 4.7792 -0.4567 -3.0972
H 1.0576 1.4250 -3.0513
H 0.7523 -1.0121 -4.7850
H -3.0377 5.1331 -1.4131
H -6.8112 -0.8393 -3.0299
H 1.9368 3.4623 -4.1543
H -0.1378 -1.9011 0.4121
C 5.0213 0.6093 2.6447
H -4.0111 0.7333 -3.6195
O -4.6343 1.0647 -0.5922
C 4.2542 3.0375 0.0863
H 2.7592 5.8376 1.4985
H -7.3303 -0.5174 -0.2982
H 1.5823 -5.8517 -0.7067
C -2.2414 4.7321 -0.7828
C 1.8400 3.5160 0.3601
H 0.1721 3.4585 -4.2423
H 2.7284 -4.7362 1.0133
C 0.1701 0.9277 3.5843
H 1.4129 -4.2187 -0.9863
C -0.1329 -0.5101 -4.3625
C 3.5076 5.2881 0.9236
H 3.5242 5.6938 -0.0906
H -0.0860 -0.6373 -3.2697
C 0.5788 3.3758 3.9210
H -5.8409 -2.2767 -3.2106
N 2.3669 0.0440 0.6364
C -5.6536 -1.3252 -1.4067
C 0.9093 1.9565 4.3974
C -2.4657 -2.6209 3.6326
H 4.0346 1.9707 0.0504
C -2.4304 -1.4838 2.6125
H 1.2107 -5.3517 1.6934
C 2.9557 -1.0227 -1.1383
H 1.1644 2.5395 6.4575
H 0.8003 3.5149 2.8664
C 1.0641 1.5045 -4.1479
H -1.1550 -4.1504 1.3831
H -5.9436 -0.9553 0.6832
N 0.1601 -2.8694 0.3085
H -1.3974 -2.1982 -4.7529
H -2.6241 -2.2300 4.6404
C -0.0542 3.5239 -0.7723
H -1.3983 0.1457 4.9270
C 1.6451 -4.6305 1.0030
O -3.0590 -1.9733 -0.7346
O -4.3012 -3.2085 -2.6928
H 2.8867 -3.5838 -2.2744
N -0.4357 -0.2831 1.8169
H -0.4781 2.0446 6.0586
H -2.6471 2.3706 -1.8700
H -1.1584 2.1398 -2.8020
C -6.5425 -1.2633 -0.1714
C 3.9142 -1.3199 -0.1538
H 1.2602 -2.8048 -2.3299
P -5.1522 0.4148 -1.8237
C 0.5771 1.8250 5.8794
H -6.9873 -2.2383 0.0391
H 3.8935 -1.1194 4.3857
C -1.2052 3.9833 -1.6272
H 2.0206 -2.4936 1.1353
H -0.6423 -6.0371 0.0265
H -1.7831 5.5563 -0.2348
H -3.8571 -0.2044 3.6308
H 5.6780 0.4003 3.4925
N -6.4880 -1.7339 -2.6055
H -1.7832 -3.4857 -0.1369
H -1.5279 -3.1813 3.6419
C 2.2657 -2.8194 -2.7617
H 2.5113 -0.3500 3.5985
H -2.3353 -1.9068 1.6086
C -3.7444 -0.6990 2.6635
H 1.9839 1.7903 4.2698
H 2.8674 -2.0429 3.2846
O -0.0814 0.8655 -4.6878
H 1.2600 5.3231 -0.7651
H -3.8015 0.0672 1.8892
C -1.3947 -1.1203 -4.9227
H -0.6332 -5.0583 -1.4599
N 1.1538 -4.9954 -0.3654
C -1.8730 2.8806 -2.4430
H 3.2451 3.4387 1.9448
H 5.2559 3.1753 0.4994
N 1.1945 2.3327 0.5170
H 4.9748 -2.1663 -2.7124
H -0.4852 3.5784 4.0644
H 5.6396 0.9277 1.8065
H 2.3065 -0.7200 -3.0939
O -3.9107 0.1502 -2.8563
C -0.9143 0.1604 3.9652
H 4.8054 -1.9222 -0.2393
H -4.5966 -1.3720 2.5333
K -2.0369 0.4206 -0.3758
C 4.3181 -1.4395 -3.1976
H -4.5787 -3.4678 0.6073
C -1.2620 -0.5651 2.8182
H -7.2666 -2.3316 -2.3396
C 3.2080 3.7947 0.9115
N 0.4541 0.6234 2.2919
H 4.2713 -1.6907 -4.2594
H 4.3704 1.4387 2.9203
H 1.9690 0.9941 -4.5102
O -6.3087 0.9171 -2.6329
C 1.0739 2.9513 -4.5838
N 0.0341 2.3294 -0.2025
N 2.0335 -0.2046 -0.6540
B 1.6335 1.1699 1.4341
P -4.2800 -2.5807 -1.3416
H 4.9632 -1.4483 2.1708
H 2.4260 1.6083 2.2131
C -0.3504 -5.0825 -0.4082
H -2.2765 -0.7136 -4.4328
H 2.1870 -3.0880 -3.8169
C 3.3187 -1.0653 3.4589
H 0.7842 0.8233 6.2566
C 1.0587 4.3149 -0.4427
H -2.6986 4.0530 -0.0596
C 1.1908 -3.1821 1.2735
O -4.8532 -3.6902 -0.2900
H 1.1237 3.0299 -5.6702
H 1.1442 4.1123 4.4965
H -2.3667 3.3042 -3.3201
H 4.4874 5.4704 1.3676
C 2.9236 -1.4526 -2.5765
C 4.2235 -0.6507 2.2996
H 4.2518 3.4129 -0.9399
C -0.8899 -3.8642 0.3530
H -1.4601 -0.9363 -5.9957
H 0.8415 -3.1068 2.3131
C 3.5122 -0.6146 0.9658
H -0.7716 4.7022 -2.3306
```

Computed, not measured: a cluster of 2 separate species, C5H10O in total at a distorted geometry, with ωB97M-V/def2-TZVPD.

The calculation puts the energy above the lowest of the compared OMol25 structures with the same formula, charge and spin at 1.724 eV. Its structure (SMILES) is C=C/C=C/C.O. Its largest force on an atom is 0.0385 hartree/bohr. As for the multiplicity: 1. The molecular weight comes out at 86.1 Da. As for the total charge: 0. The frontier orbital gap comes out at 9.6533 eV.

```
16
C5H10O | the OMol25 dataset | ωB97M-V/def2-TZVPD
H -0.1982 -1.6264 1.9837
H 1.1455 -4.0718 -3.9911
C -0.5770 0.9349 0.8729
H 1.4660 -1.5428 1.8765
H -1.5258 0.4051 0.8102
H 0.0076 2.9291 1.2880
H 1.1384 -2.8822 -3.0987
H -2.1176 2.2835 -0.7958
C 0.5829 -1.2207 1.3336
C -1.4297 2.9442 -0.2713
H -1.4180 3.9882 -0.5197
C 0.5225 0.2761 1.1890
H 1.4919 0.7615 1.2870
C -0.7410 2.3970 0.7214
O 1.0962 -3.8489 -3.0535
H 0.5562 -1.7268 0.3676
```